(1)
ORCA calculation (ωB97M-V/def2-TZVPD) on 2 unconnected molecules or ions with the total composition C4H8BClN3O2 in a non-equilibrium geometry.

Output
Highest occupied orbital energy in eV: -12.6467
Energy above the lowest of the compared OMol25 structures with the same formula, charge and spin in eV: 5.253
E_LUMO in hartree: -0.1297
Maximum force in eV/Å: 4.1

The geometry in ORCA input format:
```
! wB97M-V def2-TZVPD RIJCOSX def2/J DEFGRID3
* xyz 1 1
Cl -2.884 1.377 0.656
O 1.690 1.563 -0.290
O 3.077 3.232 1.420
N -0.916 -1.944 0.483
N 1.269 -2.629 -0.180
N -0.691 0.767 -0.787
C 0.159 -2.124 0.096
C -1.910 0.254 -0.290
C -2.465 -0.838 -1.143
C -2.034 -1.269 0.250
B 0.479 1.192 -0.459
H 1.250 -3.468 -0.791
H 2.830 4.207 1.298
H -2.006 -1.025 -2.045
H -3.511 -0.951 -1.256
H 2.178 -2.277 0.119
H 2.313 2.024 0.266
H 3.998 3.301 1.801
H -2.825 -1.392 0.854
*
```

Partial charges, Löwdin, in e:
1. Cl 0.7228
2. O 0.2631
3. O -0.0804
4. N 0.2469
5. N 0.2365
6. N 0.1732
7. C -0.0974
8. C -0.7603
9. C -0.0254
10. C -0.2086
11. B -0.3933
12. H 0.1789
13. H 0.1085
14. H 0.1014
15. H 0.1100
16. H 0.1625
17. H 0.0657
18. H 0.0933
19. H 0.1027

***

(2)
ORCA calculation (ωB97M-V/def2-TZVPD) on a molecular structure, C4H8BaMgO3 in a non-equilibrium geometry.

Output
Highest occupied orbital energy (alpha / beta) in eV: -9.4567 / -10.8425
⟨S²⟩: 0.7541
E_LUMO (alpha / beta) in hartree: -0.1662 / -0.1661
Maximum force in eV/Å: 4.4

The geometry in ORCA input format:
```
! wB97M-V def2-TZVPD RIJCOSX def2/J DEFGRID3
* xyz 1 2
Ba 3.764 1.386 0.276
Mg 0.325 1.235 0.926
O 1.677 2.326 -0.035
O 1.683 -0.169 0.348
O -0.984 -0.515 0.677
C -2.011 0.202 -0.063
C 1.225 -1.485 0.369
C -1.475 1.560 -0.380
C -0.240 -1.502 -0.024
H -2.247 2.247 -0.751
H 1.772 -2.130 -0.340
H -0.298 -1.242 -1.096
H 1.227 2.657 -0.974
H -0.693 -2.496 0.119
H -2.256 -0.390 -0.964
H -2.936 0.197 0.542
H 1.467 -1.879 1.370
*
```

Partial charges, Löwdin, in e:
1. Ba 1.9381
2. Mg 0.7962
3. O -0.8144
4. O -0.5910
5. O -0.2556
6. C -0.3503
7. C -0.3249
8. C -0.0665
9. C -0.1909
10. H 0.0005
11. H 0.1208
12. H 0.1346
13. H 0.1069
14. H 0.1388
15. H 0.1184
16. H 0.1217
17. H 0.1177

***

(3)
ORCA calculation (ωB97M-V/def2-TZVPD) on C4H8BrNO in the gas phase in a non-equilibrium geometry.

Output
Highest occupied orbital energy in eV: -9.2140
Energy above the lowest of the compared OMol25 structures with the same formula, charge and spin in eV: 3.268
Structure (SMILES): CC(C)(Br)CN=O
E_LUMO in hartree: -0.0082
Maximum force in eV/Å: 3.6

The geometry in ORCA input format:
```
! wB97M-V def2-TZVPD RIJCOSX def2/J DEFGRID3
* xyz 0 1
Br -1.658 1.834 -0.109
O 3.198 0.122 -0.307
N 2.105 -0.001 0.209
C -0.489 0.152 0.026
C -0.640 -0.519 1.378
C 1.005 0.832 -0.189
C -0.899 -0.667 -1.164
H -0.428 0.186 2.189
H -1.672 -1.294 -0.960
H -1.649 -0.836 1.411
H -0.055 -1.356 -1.438
H 1.124 1.686 0.651
H -1.124 -0.044 -2.049
H 1.095 1.355 -1.189
H 0.087 -1.448 1.541
*
```

Partial charges, Löwdin, in e:
1. Br 0.6349
2. O 0.0021
3. N -0.0850
4. C -0.8005
5. C -0.1295
6. C -0.2406
7. C -0.1517
8. H 0.0761
9. H 0.0396
10. H 0.0546
11. H 0.1085
12. H 0.1580
13. H 0.0764
14. H 0.1225
15. H 0.1344

***

- maximum force of number 2 (C4H8BaMgO3)?
  4.4 eV/Å